{
  "formula": "C33H34AsNO5S7Y",
  "method": "ωB97M-V/def2-TZVPD",
  "symbols": ["Y", "C", "C", "C", "C", "C", "C", "C", "C", "C", "H", "H", "H", "H", "H", "H", "H", "H", "H", "H", "H", "H", "S", "C", "S", "C", "C", "S", "S", "S", "O", "As", "C", "C", "C", "C", "C", "C", "C", "C", "C", "C", "C", "C", "C", "C", "C", "C", "C", "C", "H", "H", "H", "H", "H", "H", "H", "H", "H", "H", "H", "H", "H", "H", "H", "C", "N", "C", "C", "O", "H", "H", "H", "H", "H", "H", "H", "O", "S", "O", "O", "S"],
  "xyz": [[-1.23562, 0.56128, -0.63853], [0.18114, -3.63946, -1.77947], [-0.35315, -2.66356, -2.78972], [-1.67591, -2.22513, -2.68786], [-2.22711, -1.35975, -3.62870], [-3.65558, -0.90493, -3.54240], [-1.41427, -0.91028, -4.66801], [-0.09036, -1.30053, -4.77187], [0.77743, -0.72529, -5.85147], [0.42746, -2.19058, -3.83374], [1.22549, -3.88615, -1.97524], [-0.38980, -4.57046, -1.79236], [0.11224, -3.22296, -0.77226], [-2.28343, -2.58741, -1.86427], [-4.14735, -1.01103, -4.51098], [-3.70768, 0.14930, -3.26402], [-4.21430, -1.48063, -2.80504], [-1.81617, -0.19304, -5.37122], [0.45241, -1.04435, -6.84480], [1.81729, -1.02929, -5.72646], [0.73715, 0.36414, -5.82306], [1.46292, -2.50762, -3.91219], [-4.45060, -3.16202, 5.28131], [-3.88316, -2.19366, 4.04434], [-4.34635, -2.37261, 2.40506], [-3.35175, -1.11880, 1.70708], [-2.55990, -0.46087, 2.59224], [-1.48485, 0.86193, 2.20874], [-2.71838, -0.96020, 4.25409], [-3.54228, -0.84170, -0.01221], [0.15091, -0.96056, 0.19939], [1.11957, -0.56815, 1.54035], [1.75152, 1.25135, 1.65260], [1.47966, 2.11669, 2.70667], [1.96984, 3.41254, 2.67943], [2.69788, 3.85918, 1.58482], [2.94144, 3.00537, 0.52216], [2.48323, 1.69648, 0.55999], [2.75071, -1.42160, 0.91069], [2.86226, -1.74579, -0.43645], [4.04000, -2.30606, -0.91643], [5.10068, -2.54664, -0.05830], [4.99021, -2.22406, 1.28728], [3.81885, -1.66041, 1.76969], [0.73244, -1.55203, 3.12936], [0.55378, -2.91717, 2.93381], [0.27173, -3.73718, 4.01652], [0.20725, -3.20599, 5.29493], [0.40515, -1.84840, 5.49002], [0.64597, -1.01479, 4.40844], [0.83517, 1.82028, 3.52004], [1.75559, 4.08366, 3.50047], [3.06144, 4.87836, 1.55085], [3.48021, 3.35057, -0.35039], [2.67938, 1.04802, -0.28641], [2.03182, -1.56016, -1.10560], [4.12106, -2.55507, -1.96669], [6.01575, -2.98667, -0.43281], [5.81489, -2.41285, 1.96212], [3.75181, -1.41960, 2.82652], [0.60732, -3.35389, 1.94139], [0.09633, -4.79211, 3.85251], [-0.01922, -3.84619, 6.13647], [0.33012, -1.42317, 6.48162], [0.73055, 0.04849, 4.57271], [-1.84768, 5.99087, -0.35340], [-1.82100, 4.63162, 0.14671], [-3.10625, 3.95433, 0.23959], [-0.68322, 3.93759, 0.09203], [-0.57673, 2.71531, 0.19761], [-2.42172, 6.62918, 0.32005], [-2.29385, 6.00434, -1.34968], [-0.83263, 6.37461, -0.42861], [-3.78625, 4.58005, 0.81971], [-2.97861, 3.00297, 0.74974], [-3.50909, 3.78408, -0.75954], [0.20879, 4.56070, -0.05375], [-2.31833, 1.84775, -2.02944], [-1.35238, 2.51110, -3.02751], [-1.78184, 2.22657, -4.37456], [-1.20152, 3.90854, -2.67505], [0.39151, 1.45364, -2.61858]],
  "forces_ev_per_a": [[-0.29, 0.16, 0.95], [0.05, -0.08, 0.08], [-0.07, 0.06, 0.00], [0.02, -0.06, 0.11], [0.17, -0.01, -0.07], [-0.12, 0.00, 0.02], [-0.07, -0.01, 0.07], [0.01, -0.03, 0.05], [0.10, 0.02, -0.12], [-0.03, -0.01, 0.05], [0.02, 0.01, -0.01], [-0.02, 0.00, -0.02], [0.00, 0.01, -0.02], [-0.04, 0.01, -0.07], [0.00, 0.00, -0.01], [0.02, 0.02, -0.01], [0.01, 0.00, 0.01], [-0.01, 0.04, -0.05], [-0.03, -0.01, 0.01], [0.01, -0.01, 0.01], [-0.01, 0.03, 0.03], [0.03, 0.00, -0.01], [0.06, 0.20, -0.15], [-0.03, -0.37, 0.26], [-0.09, -0.04, -0.04], [0.19, 0.16, -0.08], [-0.09, -0.05, -0.40], [-0.11, -0.08, 0.11], [-0.02, 0.04, 0.09], [0.03, 0.06, 0.18], [0.34, 0.36, 0.53], [0.13, -0.34, -0.96], [-0.14, 0.04, 0.19], [-0.06, 0.08, 0.05], [0.01, -0.01, -0.05], [0.01, 0.00, -0.01], [0.02, -0.04, -0.07], [0.06, 0.00, -0.12], [0.08, -0.02, 0.19], [0.08, -0.01, -0.01], [-0.06, 0.00, -0.03], [0.04, -0.01, 0.02], [-0.02, 0.00, 0.02], [0.04, -0.03, 0.06], [-0.10, -0.05, 0.17], [-0.11, -0.12, -0.02], [0.00, -0.01, -0.05], [0.01, 0.00, 0.02], [0.01, 0.03, -0.04], [0.10, 0.00, -0.04], [0.01, -0.08, -0.01], [-0.01, 0.00, 0.03], [0.00, 0.02, 0.02], [0.00, 0.01, 0.00], [-0.03, -0.01, 0.06], [-0.03, 0.01, 0.02], [0.01, 0.00, -0.02], [0.01, -0.01, -0.03], [0.02, -0.01, 0.01], [-0.09, 0.03, -0.04], [0.02, 0.13, 0.00], [0.00, -0.01, 0.02], [-0.01, -0.02, 0.02], [-0.01, 0.00, 0.02], [0.05, 0.03, -0.04], [0.00, -0.04, 0.02], [0.13, -0.15, 0.02], [0.07, 0.04, 0.02], [-0.09, -0.02, -0.31], [-0.09, -0.03, 0.07], [-0.02, -0.01, 0.00], [0.01, 0.01, 0.00], [0.02, 0.01, 0.00], [0.00, -0.01, -0.01], [-0.01, -0.02, 0.00], [-0.02, -0.04, 0.01], [-0.03, -0.05, 0.03], [0.02, 0.51, -0.66], [-0.05, -0.94, 0.37], [0.04, 0.25, -0.06], [0.07, 0.16, -0.08], [-0.11, 0.26, -0.27]],
  "lowdin_charge": [1.0162, -0.0571, -0.2781, -0.0608, -0.2750, -0.0607, -0.0376, -0.2991, -0.0563, -0.0326, 0.0672, 0.0809, 0.0531, 0.0814, 0.0812, 0.0647, 0.0518, 0.1178, 0.0767, 0.0692, 0.0740, 0.1071, 0.4164, -1.5275, 0.8839, -1.1455, -1.1055, 0.5684, 0.8872, 0.4873, -0.6110, 1.1889, -0.3189, -0.1292, -0.0788, -0.0912, -0.0701, -0.1006, -0.2931, -0.0936, -0.0744, -0.0922, -0.0907, -0.0912, -0.3252, -0.0805, -0.0650, -0.0782, -0.0999, -0.1246, 0.0606, 0.1040, 0.1021, 0.1104, 0.0972, 0.0877, 0.1032, 0.0985, 0.0987, 0.1068, 0.1107, 0.1078, 0.1066, 0.1078, 0.0865, -0.0537, -0.1643, -0.0230, -0.2992, -0.2027, 0.0850, 0.0914, 0.0872, 0.0914, 0.0590, 0.0930, 0.1460, -0.5829, 0.1276, -0.3796, -0.3856, 0.2924],
  "e_above_lowest_ev": 0.3462,
  "e_lumo_ha": 0.0806,
  "e_homo_ev": -4.2552,
  "total_charge": -1
}

=====

{
  "formula": "C33H34BF4O19",
  "method": "ωB97M-V/def2-TZVPD",
  "symbols": ["B", "F", "F", "F", "F", "C", "C", "C", "O", "C", "C", "C", "O", "O", "O", "H", "H", "H", "H", "C", "C", "C", "O", "C", "C", "C", "O", "O", "O", "H", "H", "H", "H", "C", "C", "C", "O", "C", "C", "C", "O", "O", "O", "H", "H", "H", "H", "C", "C", "C", "O", "C", "C", "C", "O", "O", "O", "H", "H", "H", "H", "C", "C", "O", "C", "H", "H", "H", "H", "H", "H", "C", "C", "O", "C", "H", "H", "H", "H", "H", "H", "C", "C", "O", "C", "H", "H", "H", "H", "H", "H"],
  "xyz": [[3.30618, -9.11324, 7.67693], [3.60108, -9.75756, 6.48844], [3.69530, -9.85520, 8.78015], [3.86008, -7.87038, 7.76747], [1.94032, -8.92058, 7.78869], [4.79940, -15.45791, 5.31037], [5.45903, -15.39032, 6.68191], [5.29217, -14.30012, 7.47305], [5.94795, -14.37603, 8.59132], [4.69379, -13.06516, 6.91681], [3.81383, -13.16509, 5.62129], [3.93329, -14.34251, 4.72491], [3.44324, -14.40208, 3.66940], [3.34026, -12.04409, 5.00779], [6.18442, -16.51037, 7.13448], [4.96395, -16.29479, 4.83210], [4.62328, -12.16619, 7.36701], [3.11161, -11.37781, 5.74644], [6.43272, -16.31662, 8.00984], [2.09500, -10.05775, 14.59997], [2.39294, -10.21527, 13.09004], [2.31556, -11.42974, 12.30201], [2.57521, -11.66385, 11.17957], [1.98501, -12.55345, 13.14879], [1.79603, -12.52332, 14.61541], [1.80684, -11.17614, 15.32795], [1.55391, -11.08210, 16.53763], [1.57060, -13.59478, 15.45524], [2.85763, -9.13153, 12.34969], [2.37615, -9.15164, 14.97363], [2.07294, -13.63182, 12.55732], [1.37357, -13.27156, 16.39745], [2.97406, -9.45035, 11.48502], [-3.44654, -5.56727, 4.52350], [-3.75253, -4.77180, 5.76247], [-3.01627, -5.03392, 6.96629], [-3.32283, -4.38543, 8.00162], [-1.93660, -5.93758, 6.97051], [-1.59244, -6.71937, 5.70282], [-2.32113, -6.45157, 4.46322], [-1.87523, -7.06145, 3.44488], [-0.61597, -7.67794, 5.75198], [-4.76569, -3.68474, 5.83328], [-3.95534, -5.26003, 3.65044], [-1.30278, -6.11836, 7.84052], [-0.26393, -7.59156, 6.57540], [-4.75966, -3.60408, 6.62908], [0.75947, -2.11903, 10.23652], [-0.19175, -3.14926, 10.90727], [0.20019, -4.57965, 10.92698], [-0.56954, -5.32923, 11.54992], [1.40776, -5.01947, 10.31230], [2.37823, -4.05128, 9.64308], [2.03246, -2.61676, 9.70293], [2.78845, -1.80613, 9.21743], [3.44255, -4.55979, 8.78406], [-1.39963, -2.81528, 11.38219], [0.47144, -1.10797, 10.32041], [1.40708, -6.15364, 10.07853], [3.46478, -5.52989, 9.01318], [-1.73525, -3.67480, 11.83196], [7.20683, -10.78185, 5.98760], [7.62511, -12.03488, 5.19493], [8.16132, -12.97149, 5.77917], [7.19467, -12.03744, 3.71800], [7.56543, -11.10847, 6.85128], [6.19161, -10.69371, 5.86332], [7.57274, -9.84647, 5.44218], [7.86544, -12.69841, 3.25876], [7.48163, -11.13324, 3.25110], [6.22981, -12.24144, 3.54812], [4.42414, -6.27963, 4.64565], [3.45842, -5.16557, 4.27534], [2.51522, -5.46114, 3.45662], [3.65191, -3.68546, 4.64115], [4.34234, -6.97757, 5.52733], [5.38939, -5.72563, 4.92980], [4.88266, -6.99533, 3.98294], [2.70456, -3.19165, 4.72597], [4.29574, -3.27056, 3.92844], [4.30310, -3.54933, 5.63949], [8.72977, -10.14196, 9.69715], [7.65231, -10.67368, 10.62395], [7.66426, -10.62057, 11.79820], [6.40052, -11.21459, 9.99460], [9.51298, -9.74077, 10.32534], [8.47645, -9.27900, 9.00692], [9.37106, -11.10280, 9.11554], [5.55062, -11.11629, 10.77160], [6.43028, -12.26744, 9.63531], [6.16024, -10.65804, 9.13426]],
  "forces_ev_per_a": [[-1.02, 0.01, 1.31], [0.46, -0.62, -0.91], [0.67, -0.82, 0.42], [1.33, 1.63, -0.36], [-1.63, -0.04, -0.33], [1.55, 4.56, 7.54], [-1.98, -6.03, -8.25], [2.33, 4.46, 5.20], [-2.34, 0.79, -2.70], [-3.99, -4.25, -5.94], [4.14, 2.87, 3.97], [2.72, -1.65, 4.19], [-1.61, -0.15, -3.38], [-0.59, -0.87, 2.64], [-2.17, 1.72, -3.14], [0.58, -4.11, -2.78], [0.10, 2.69, 1.96], [0.75, -0.54, -1.45], [0.65, 0.78, 2.16], [1.82, -0.65, -9.38], [0.43, 5.16, 3.74], [-1.15, -2.92, 4.17], [0.89, 1.34, -3.45], [-0.66, -4.93, 4.26], [0.08, -0.56, -3.08], [-0.90, -1.33, 1.96], [0.16, -1.13, -0.63], [0.03, 1.51, -0.47], [-1.40, -1.12, 4.15], [0.27, 2.23, 1.20], [-0.47, 2.96, 1.87], [0.51, 0.11, -1.86], [0.43, -0.74, -2.62], [-1.71, 4.31, 4.85], [-1.68, -0.74, -6.47], [0.21, 1.63, 3.53], [0.05, -0.80, -1.53], [2.31, -3.86, -5.00], [0.44, 1.60, 6.44], [1.87, -2.74, -2.83], [-1.87, 2.09, 2.32], [-3.63, 1.73, -4.39], [3.33, -5.70, -15.50], [-0.42, -0.07, -0.89], [-0.52, 0.22, -0.08], [2.14, -0.13, 3.95], [-0.34, 2.37, 15.65], [-4.00, -6.44, 3.46], [3.16, 5.18, -3.24], [-1.11, -0.34, 1.67], [0.58, 0.54, -0.80], [3.99, 1.15, -3.85], [-2.39, -6.57, 0.52], [-0.35, 1.75, -0.30], [0.93, 0.28, -0.39], [-3.00, 0.87, 3.28], [0.86, -2.00, 0.71], [0.20, 0.97, -0.28], [0.55, 2.01, 0.62], [0.08, 1.00, -0.62], [0.54, 1.38, -0.96], [1.74, 0.44, -5.42], [-0.94, 0.00, 0.22], [-0.55, 1.19, -1.27], [4.28, 0.34, 1.89], [1.23, 0.20, 4.53], [-2.72, 0.03, 0.35], [0.19, -1.16, 1.28], [0.46, -1.67, -0.89], [-0.16, 1.50, -0.20], [-3.65, -0.86, -0.42], [3.39, 1.03, 2.49], [-3.50, -2.05, -3.70], [3.08, 1.39, 3.07], [1.56, -1.84, 3.63], [-1.12, 1.26, -0.32], [-1.06, -0.46, -0.01], [-1.01, 0.09, -1.59], [-0.32, 0.25, -0.12], [0.66, 0.78, -1.48], [-1.74, -0.45, -1.90], [2.71, -1.57, -1.29], [-1.60, -0.52, -3.28], [1.39, 0.55, 3.22], [-1.33, -1.02, 1.23], [0.25, 0.15, 0.35], [-0.23, -1.54, 0.48], [-2.37, 2.81, 1.31], [1.34, -0.25, -1.38], [0.33, 0.49, 0.49], [-0.54, 0.90, -1.11]],
  "lowdin_charge": [-1.3833, 0.1296, 0.1230, 0.1392, 0.1145, 0.1631, -0.1687, -0.3367, 0.0329, 0.1409, -0.1087, -0.3899, 0.1691, 0.0673, 0.0804, 0.0422, 0.0491, 0.1354, 0.0627, 0.0918, -0.0472, -0.4527, 0.1679, 0.0701, -0.1411, -0.4075, 0.0641, 0.0416, 0.1186, 0.0873, 0.1800, 0.1436, 0.0645, 0.1085, -0.0273, -0.4057, 0.0628, 0.0932, -0.0966, -0.3324, 0.1086, 0.1576, 0.1483, 0.1021, 0.1177, 0.0493, -0.0983, 0.1139, -0.1611, -0.3932, 0.0670, 0.0802, -0.0543, -0.4093, 0.1080, 0.0414, 0.0731, 0.0887, 0.1522, 0.1143, 0.1573, 0.0109, -0.4264, 0.0552, 0.0113, 0.0136, 0.0404, 0.1233, 0.0654, 0.0693, 0.0375, -0.0331, -0.4005, -0.0106, -0.0299, 0.0827, 0.0882, 0.0652, 0.0661, 0.0491, 0.1254, -0.0431, -0.5536, 0.0852, -0.0225, 0.0416, 0.0896, 0.1655, 0.1107, 0.0766, 0.0380],
  "e_above_lowest_ev": 0.8439,
  "e_lumo_ha": -0.0270,
  "e_homo_ev": -6.8850,
  "total_charge": -1
}

=====

Which formula does entry 2 have? C33H34BF4O19